No. 1
Here is a structure of composition C39H52CoN8 from the OMol25 dataset. Energies are from wB97M-V/def2-TZVPD.

Last column: Löwdin charge in e.
Cartesian coordinates (Å):
Co: 0.361 -0.297 0.030  0.67
C: 1.507 6.393 -0.816  -0.09
C: 1.715 4.944 -1.235  -0.19
C: 1.012 3.874 -0.446  -0.11
C: 0.220 3.905 0.664  -0.12
C: -0.246 5.043 1.520  -0.20
C: 0.605 5.199 2.782  -0.07
C: -0.127 2.529 0.952  -0.22
C: -1.038 2.159 1.910  0.06
C: -1.454 0.863 2.121  -0.21
C: -2.488 0.501 3.053  -0.12
C: -3.277 1.459 3.884  -0.18
C: -4.416 2.108 3.093  -0.08
C: -2.620 -0.850 2.979  -0.12
C: -1.639 -1.300 2.025  -0.22
C: -1.381 -2.621 1.756  0.06
C: -0.365 -3.064 0.934  -0.22
N: 0.460 -2.249 0.202  0.06
C: 1.299 -3.110 -0.460  -0.21
C: 2.238 -2.733 -1.395  0.07
C: 2.454 -1.438 -1.800  -0.21
N: 1.824 -0.335 -1.279  0.06
C: 2.283 0.714 -2.035  -0.21
C: 1.960 2.032 -1.822  0.06
C: 1.168 2.475 -0.786  -0.22
N: 0.485 1.665 0.080  0.08
C: 3.231 0.271 -3.028  -0.12
C: 3.346 -1.073 -2.871  -0.12
C: 4.232 -2.023 -3.612  -0.19
C: 5.518 -2.336 -2.843  -0.07
C: 3.901 1.149 -4.035  -0.19
C: 2.985 1.490 -5.213  -0.08
C: 1.022 -4.480 -0.116  -0.12
C: -0.028 -4.451 0.750  -0.12
C: -0.737 -5.603 1.388  -0.19
C: -1.998 -6.008 0.620  -0.08
C: 1.798 -5.664 -0.598  -0.19
C: 3.135 -5.818 0.131  -0.07
N: -0.945 -0.239 1.487  0.08
C: -3.525 -1.734 3.775  -0.19
C: -2.866 -2.221 5.067  -0.08
H: 2.131 7.040 -1.431  0.08
H: 1.785 6.559 0.224  0.07
H: 0.474 6.712 -0.954  0.08
H: 2.787 4.724 -1.205  0.12
H: 1.430 4.841 -2.287  0.12
H: -1.290 4.878 1.801  0.11
H: -0.237 5.970 0.954  0.09
H: 0.586 4.290 3.384  0.08
H: 0.240 6.022 3.395  0.08
H: 1.645 5.401 2.524  0.08
H: -1.487 2.932 2.515  0.11
H: -2.618 2.232 4.287  0.11
H: -3.682 0.932 4.749  0.11
H: -4.034 2.652 2.228  0.06
H: -4.977 2.804 3.717  0.08
H: -5.108 1.350 2.725  0.08
H: -1.985 -3.366 2.254  0.11
H: 2.810 -3.513 -1.874  0.11
H: 2.422 2.769 -2.462  0.11
H: 4.481 -1.595 -4.584  0.11
H: 3.691 -2.948 -3.823  0.11
H: 6.097 -1.427 -2.676  0.08
H: 6.140 -3.039 -3.395  0.08
H: 5.298 -2.769 -1.867  0.07
H: 4.799 0.649 -4.401  0.11
H: 4.246 2.068 -3.555  0.11
H: 2.667 0.583 -5.728  0.08
H: 3.497 2.128 -5.933  0.08
H: 2.087 2.010 -4.876  0.07
H: -0.994 -5.355 2.420  0.11
H: -0.056 -6.453 1.447  0.11
H: -2.725 -5.195 0.597  0.07
H: -2.474 -6.874 1.080  0.08
H: -1.754 -6.262 -0.412  0.08
H: 1.969 -5.583 -1.674  0.11
H: 1.197 -6.564 -0.458  0.11
H: 3.762 -4.936 -0.006  0.07
H: 3.681 -6.685 -0.238  0.08
H: 2.976 -5.945 1.202  0.08
H: -3.838 -2.589 3.173  0.11
H: -4.439 -1.185 4.013  0.11
H: -1.956 -2.783 4.854  0.07
H: -3.540 -2.864 5.631  0.08
H: -2.590 -1.378 5.700  0.08
N: -2.662 3.193 -1.275  0.00
C: -3.820 3.866 -1.148  -0.09
C: -4.799 2.930 -0.906  -0.07
C: -4.117 1.705 -0.903  -0.15
N: -2.818 1.872 -1.114  0.01
H: -1.735 3.579 -1.374  0.14
H: -3.861 4.937 -1.239  0.12
H: -5.849 3.105 -0.764  0.10
H: -4.515 0.713 -0.764  0.10
N: -1.919 -1.377 -1.404  0.06
N: -0.913 -0.368 -1.377  -0.03
H: -2.443 -1.297 -0.537  0.08
H: -1.458 -2.281 -1.376  0.08
H: -1.449 0.536 -1.436  0.08
H: -0.371 -0.481 -2.231  0.13

Forces on the atoms, in the same order (eV/Å):
-0.2 0.0 -0.3
0.0 0.0 0.0
0.0 0.0 0.0
-0.1 0.0 0.1
0.0 -0.1 -0.2
0.0 0.0 0.0
0.0 0.0 0.0
0.0 -0.1 0.0
0.0 -0.1 0.0
0.0 0.1 -0.1
0.0 -0.1 0.0
0.0 0.0 0.0
0.0 0.0 0.0
0.1 0.1 -0.1
0.0 0.1 -0.1
0.1 -0.1 -0.1
-0.1 0.0 0.1
0.1 0.0 0.1
0.1 0.0 -0.1
0.0 0.0 0.0
0.0 -0.1 0.1
0.0 0.0 -0.1
0.1 0.0 0.1
0.0 0.1 0.1
0.1 0.0 -0.1
0.0 0.0 0.0
-0.1 -0.1 0.0
0.0 0.0 0.0
0.0 0.0 0.0
0.0 0.0 0.0
0.0 0.0 0.0
0.0 0.0 0.0
-0.1 0.1 0.1
0.1 0.0 0.0
0.0 0.0 0.0
0.0 0.0 0.0
0.0 0.0 0.0
0.0 0.0 0.0
0.0 -0.1 0.1
0.0 0.0 0.0
0.0 0.0 0.0
0.0 0.0 0.0
0.0 0.0 0.0
0.0 0.0 0.0
0.0 0.0 0.0
0.0 0.0 0.0
0.0 0.0 0.0
0.0 0.0 0.0
0.0 0.0 0.0
0.0 0.0 0.0
0.0 0.0 0.0
0.0 0.0 0.0
0.0 0.0 0.0
0.0 0.0 0.0
0.0 0.0 0.0
0.0 0.0 0.0
0.0 0.0 0.0
0.0 0.0 0.0
0.0 0.0 0.0
0.0 0.0 0.0
0.0 0.0 0.0
0.0 0.0 0.0
0.0 0.0 0.0
0.0 0.0 0.0
0.0 0.0 0.0
0.0 0.0 0.0
0.0 0.0 0.0
0.0 0.0 0.0
0.0 0.0 0.0
0.0 0.0 0.0
0.0 0.0 0.0
0.0 0.0 0.0
0.0 0.0 0.0
0.0 0.0 0.0
0.0 0.0 0.0
0.0 0.0 0.0
0.0 0.0 0.0
0.0 0.0 0.0
0.0 0.0 0.0
0.0 0.0 0.0
0.0 0.0 0.0
0.0 0.0 0.0
0.0 0.0 0.0
0.0 0.0 0.0
0.0 0.0 0.0
0.2 0.1 0.1
-0.1 0.0 0.1
0.0 0.1 0.0
0.1 -0.1 0.0
0.1 -0.2 -0.1
0.0 -0.1 0.0
0.0 0.0 0.0
0.0 0.0 0.0
0.0 0.0 0.0
-0.1 -0.1 0.1
-0.3 0.5 0.0
0.0 0.0 0.0
0.0 0.0 0.0
0.4 -0.3 0.2
0.0 0.1 0.0

orbital gap	5.9	eV
energy above the lowest of the compared OMol25 structures with the same formula, charge and spin	0.0	kcal/mol
charge	+1
LUMO level	-0.1306	Eh
electronic energy	-90831.93618	eV

No. 2
Here is a cluster of 9 separate species, C24H48Cl6O18 in total in a non-equilibrium geometry from the OMol25 dataset. Energies are from wB97M-V/def2-TZVPD.

Last column: Löwdin charge in e.
Cartesian coordinates (Å):
Cl: 12.225 18.912 -20.481  0.60
C: 10.842 19.964 -20.056  -0.61
C: 9.777 19.123 -19.357  -0.63
Cl: 10.403 18.262 -17.936  0.65
H: 10.459 20.423 -20.961  0.07
H: 11.192 20.696 -19.330  0.07
H: 9.427 18.336 -20.023  0.07
H: 8.947 19.700 -18.958  0.07
Cl: 13.730 18.762 -13.981  0.63
C: 13.148 17.841 -15.393  -0.62
C: 13.286 18.664 -16.673  -0.66
Cl: 14.937 19.333 -16.930  0.60
H: 12.073 17.659 -15.419  0.07
H: 13.732 16.938 -15.537  0.05
H: 12.602 19.504 -16.705  0.05
H: 13.160 17.976 -17.504  0.01
Cl: 14.528 14.840 -12.956  0.55
C: 13.332 15.149 -11.658  -0.64
C: 12.102 15.866 -12.172  -0.67
Cl: 11.270 14.953 -13.428  0.61
H: 13.879 15.720 -10.908  0.05
H: 13.081 14.221 -11.147  0.08
H: 12.365 16.839 -12.576  0.02
H: 11.440 15.983 -11.314  0.08
C: 18.582 22.921 -11.445  -0.04
O: 18.744 21.652 -12.036  0.01
C: 17.695 21.011 -12.517  -0.63
O: 16.538 21.314 -12.387  0.13
O: 18.117 19.946 -13.168  0.02
C: 17.316 19.178 -14.015  -0.07
H: 19.553 23.410 -11.549  0.10
H: 18.302 22.996 -10.396  0.10
H: 17.907 23.510 -12.072  0.10
H: 16.398 18.800 -13.563  0.05
H: 17.823 18.281 -14.369  0.09
H: 17.025 19.747 -14.901  0.06
C: 11.508 16.607 -7.200  -0.03
O: 11.791 17.653 -8.115  0.01
C: 12.897 17.642 -8.820  -0.64
O: 13.807 16.865 -8.719  0.12
O: 12.859 18.705 -9.622  0.00
C: 14.031 19.002 -10.373  -0.04
H: 10.591 16.856 -6.675  0.09
H: 12.295 16.493 -6.454  0.10
H: 11.409 15.675 -7.756  0.10
H: 13.933 20.005 -10.783  0.10
H: 14.076 18.303 -11.207  0.05
H: 14.931 18.974 -9.761  0.10
C: 11.086 15.081 -16.947  -0.09
O: 12.301 15.579 -17.472  -0.05
C: 12.632 15.294 -18.736  -0.62
O: 12.157 14.441 -19.419  0.16
O: 13.613 16.140 -19.061  -0.05
C: 14.058 16.097 -20.403  -0.07
H: 11.218 14.021 -16.696  0.10
H: 10.170 15.118 -17.533  0.09
H: 11.040 15.580 -15.980  0.02
H: 14.839 16.810 -20.663  0.08
H: 13.254 16.233 -21.127  0.08
H: 14.508 15.126 -20.625  0.10
C: 16.592 11.229 -17.009  -0.06
O: 17.163 12.517 -16.975  0.01
C: 16.313 13.526 -16.808  -0.61
O: 15.124 13.428 -16.662  0.13
O: 17.001 14.656 -16.888  0.02
C: 16.289 15.862 -16.705  -0.04
H: 17.299 10.478 -17.340  0.09
H: 15.698 11.187 -17.639  0.10
H: 16.167 10.962 -16.036  0.10
H: 15.561 16.021 -17.504  0.08
H: 16.964 16.708 -16.638  0.08
H: 15.641 15.857 -15.824  0.07
C: 15.050 26.961 -13.875  -0.04
O: 14.966 25.541 -13.857  0.01
C: 15.437 24.872 -14.889  -0.63
O: 16.029 25.369 -15.820  0.12
O: 15.096 23.600 -14.788  0.02
C: 15.832 22.683 -15.581  -0.06
H: 14.199 27.290 -14.475  0.10
H: 15.970 27.390 -14.265  0.09
H: 14.909 27.298 -12.851  0.09
H: 15.751 22.882 -16.651  0.10
H: 15.375 21.703 -15.471  0.05
H: 16.881 22.634 -15.296  0.10
C: 18.022 19.519 -18.678  -0.08
O: 17.401 19.194 -19.898  0.02
C: 17.656 18.061 -20.538  -0.62
O: 17.134 17.756 -21.571  0.13
O: 18.543 17.328 -19.885  -0.02
C: 19.045 16.139 -20.458  -0.03
H: 19.106 19.445 -18.788  0.10
H: 17.688 18.982 -17.790  0.06
H: 17.864 20.571 -18.438  0.09
H: 19.280 15.379 -19.721  0.10
H: 19.942 16.412 -21.024  0.10
H: 18.395 15.734 -21.236  0.09

Forces on the atoms, in the same order (eV/Å):
-0.1 0.3 -0.2
-0.1 -0.6 1.0
-0.1 -0.3 -0.4
0.0 -0.1 0.3
0.0 0.1 0.0
0.2 0.2 -0.3
-0.2 0.1 0.0
0.0 0.3 -0.4
-0.5 -0.3 0.0
0.3 0.9 -1.5
0.8 -0.2 0.1
0.1 -0.1 0.0
0.0 -0.3 0.9
-0.2 -0.2 0.5
0.0 0.0 0.0
-0.3 0.2 -0.1
-0.1 -0.1 0.0
0.4 -0.1 0.2
0.6 0.2 0.7
-0.3 -0.2 -0.1
-0.3 0.4 -0.1
0.0 -0.2 -0.5
-0.1 0.0 0.0
-0.2 0.1 -0.2
0.1 1.5 -0.8
0.8 -0.6 0.4
-1.3 -0.2 -0.1
-0.2 0.4 0.1
2.0 -0.5 0.1
-1.6 -0.4 -0.8
0.0 -0.2 0.1
-0.3 -0.7 -0.1
-0.3 -0.1 0.3
0.0 0.4 0.3
0.7 0.3 0.3
0.0 0.1 0.1
0.6 -0.6 0.1
-1.2 0.5 0.3
0.7 0.6 0.0
0.2 -0.5 -0.1
-0.3 0.3 0.2
0.2 -0.1 -0.5
-0.1 0.1 -0.3
0.1 0.1 -0.2
-0.1 -0.1 0.2
-0.3 0.0 0.1
0.4 0.0 0.1
-0.1 -0.2 0.0
0.3 -1.6 1.3
0.0 0.7 -0.6
0.1 0.2 0.6
-0.3 -0.2 -0.4
0.3 0.6 0.0
0.4 -1.0 -1.4
0.1 0.1 -0.1
0.4 0.7 -0.4
-0.6 0.1 -0.2
-0.2 0.4 0.9
-0.2 0.0 0.3
-0.2 -0.1 0.2
-1.7 -0.7 0.4
0.7 0.1 -0.2
-0.5 0.0 -0.3
0.0 0.1 0.1
0.8 0.2 0.2
-1.6 0.5 0.0
0.4 0.3 0.0
0.3 0.2 -0.4
0.5 0.0 0.2
0.3 0.0 -0.3
0.4 -0.3 -0.1
0.4 -0.3 0.3
-0.8 0.3 -0.2
0.1 -0.3 1.0
0.2 0.7 -1.3
0.2 -0.2 0.3
0.0 -0.4 0.6
-0.1 -0.7 -0.9
0.2 0.4 0.0
0.1 -0.5 -0.2
0.0 -0.2 0.0
0.1 0.5 0.1
0.0 0.1 0.5
0.0 0.2 0.1
1.4 0.7 0.7
-1.0 0.4 -0.2
0.0 -0.3 -0.1
-0.2 0.1 -0.2
0.4 -0.2 1.3
0.5 -0.2 -1.8
-0.1 -0.3 0.2
-0.2 -0.5 -0.4
-0.5 0.0 -0.5
-0.2 0.3 0.4
0.2 -0.1 0.3
-0.4 0.0 0.4

orbital gap	11.0	eV
structure (SMILES)	COC(=O)OC.COC(=O)OC.COC(=O)OC.COC(=O)OC.COC(=O)OC.COC(=O)OC.ClCCCl.ClCCCl.ClCCCl
charge	0
LUMO level	0.0169	Eh
electronic energy	-137655.88098	eV

No. 3
Here is a cluster of 4 separate species, C4H12O3 in total in a non-equilibrium geometry from the OMol25 dataset. Energies are from wB97M-V/def2-TZVPD.

Last column: Löwdin charge in e.
Cartesian coordinates (Å):
C: 0.246 -0.155 2.655  0.01
C: -0.292 -1.090 1.875  -0.19
C: -0.085 -1.258 0.436  -0.21
C: -0.408 -2.341 -0.260  0.00
H: 0.862 0.668 2.318  0.04
H: -0.150 -0.061 3.659  0.05
H: -1.049 -1.736 2.295  0.10
H: 0.434 -0.439 -0.047  0.07
H: -0.279 -2.306 -1.336  0.05
H: -0.756 -3.275 0.156  0.06
H: 1.626 1.274 -0.601  -0.01
H: 2.642 1.356 0.513  0.04
O: 1.884 1.827 0.152  -0.07
H: 0.678 2.546 -2.042  0.04
H: -0.109 1.542 -2.801  0.04
O: 0.750 1.663 -2.387  -0.04
H: -2.089 -0.280 -2.010  0.03
H: -1.550 0.769 -0.947  0.01
O: -2.288 0.228 -1.225  -0.05

Forces on the atoms, in the same order (eV/Å):
-0.8 0.4 0.0
-0.1 0.1 -0.2
0.6 -0.1 0.6
0.2 0.2 -0.5
0.2 -0.3 -0.2
0.3 -0.1 0.2
0.1 -0.3 0.2
-0.2 0.1 -0.2
0.1 -0.2 0.0
-0.3 0.2 0.2
-0.1 0.3 0.0
0.1 0.2 0.1
0.1 -0.4 -0.1
0.3 0.8 0.4
0.0 -0.3 -0.2
-0.3 -0.5 -0.2
0.5 0.1 0.0
0.4 -0.2 -0.2
-1.0 0.3 0.2

orbital gap	9.3	eV
energy above the lowest of the compared OMol25 structures with the same formula, charge and spin	36.6	kcal/mol
structure (SMILES)	C=CC=C.O.O.O
charge	0
LUMO level	0.0159	Eh
electronic energy	-10483.55308	eV

HOMO energy for every record listed, in sequence, given in eV: -9.44 -10.57 -8.87.